Entry 1:
C23H26N2O6RuSi2 | ωB97M-V with the def2-TZVPD basis set

Results
F_max	1.2	eV Å⁻¹
HOMO level (alpha / beta)	-2.3 / -4.9	eV
net charge	-1
multiplicity	6
E_tot	-2126.99302	hartree
Kohn-Sham gap (alpha / beta)	4.63 / 7.05	eV
⟨S²⟩	8.78

Each line ends with the Löwdin charge.
Element x y z (Å)
Ru -0.04 1.04 0.66  1.107
O 2.83 5.17 -3.14  0.040
C 2.38 4.20 -2.28  -0.326
C 2.49 2.87 -2.57  0.025
C 1.97 1.92 -1.64  -0.219
N 1.37 2.35 -0.48  0.007
C 1.31 3.65 -0.22  -0.209
C 1.79 4.63 -1.07  0.027
C 0.66 4.04 1.13  -0.630
O 0.66 5.23 1.44  0.005
O 0.18 3.07 1.80  -0.186
C 2.10 0.53 -1.88  -0.511
O 2.66 0.02 -2.87  -0.018
O 1.53 -0.30 -0.92  -0.218
H 3.22 4.73 -3.90  0.094
H 2.95 2.50 -3.47  0.111
H 1.72 5.67 -0.81  0.111
O -1.23 0.30 -1.69  -0.098
C -2.60 0.17 -1.42  -0.193
C -3.13 1.19 -0.43  -0.251
C -4.47 1.52 -0.40  -0.029
C -4.93 2.42 0.56  -0.060
C -4.01 2.96 1.44  -0.049
C -2.68 2.59 1.34  -0.105
N -2.24 1.72 0.42  0.023
H -1.05 1.17 -2.08  0.102
H -2.71 -0.83 -0.98  0.136
H -3.20 0.21 -2.33  0.123
H -5.16 1.08 -1.11  0.112
H -5.97 2.70 0.60  0.105
H -4.31 3.68 2.19  0.107
H -1.91 3.01 1.98  0.098
C -1.57 -0.82 3.06  -0.266
Si 0.12 -0.87 2.09  0.494
C 1.42 -1.20 3.48  -0.243
C 0.13 -2.65 1.32  -0.294
C -0.49 -3.66 2.06  -0.127
C -0.42 -5.00 1.70  -0.106
C 0.29 -5.36 0.57  -0.108
C 0.89 -4.37 -0.19  -0.131
C 0.82 -3.01 0.14  -0.235
Si 1.67 -1.95 -1.17  0.516
C 0.81 -2.44 -2.78  -0.139
C 3.50 -2.41 -1.09  -0.140
H -1.51 -1.34 4.01  0.009
H -2.37 -1.26 2.46  0.009
H -1.84 0.22 3.26  -0.009
H 1.14 -2.10 4.03  0.013
H 1.47 -0.36 4.18  0.011
H 2.41 -1.35 3.06  0.010
H -1.04 -3.39 2.95  0.083
H -0.91 -5.75 2.31  0.092
H 0.38 -6.40 0.28  0.092
H 1.43 -4.67 -1.09  0.085
H 0.92 -3.51 -2.99  0.021
H 1.22 -1.88 -3.62  0.024
H -0.26 -2.22 -2.72  0.026
H 3.65 -3.49 -1.04  0.022
H 3.94 -1.97 -0.19  0.036
H 4.04 -2.02 -1.95  0.025

=====

Entry 2:
C23H26N4O4 | ωB97M-V with the def2-TZVPD basis set

Results
energy above the lowest of the compared OMol25 structures with the same formula, charge and spin	265.57	kJ/mol
F_max	1.4	eV Å⁻¹
HOMO level	-8.2	eV
net charge	0
SMILES	CCOc1ccccc1NC(=O)C1CCN(c2nc(-c3ccc(OC)cc3)no2)CC1
E_tot	-1412.02588	hartree
Kohn-Sham gap	8.83	eV

Each line ends with the Löwdin charge.
Element x y z (Å)
C 2.76 1.27 -0.20  -0.064
C 2.86 1.01 -1.70  -0.252
O 1.58 0.61 -2.14  -0.069
C 1.40 0.28 -3.46  -0.201
C 2.36 0.37 -4.45  -0.025
C 2.05 0.01 -5.75  -0.094
C 0.78 -0.43 -6.07  -0.089
C -0.20 -0.52 -5.09  -0.006
C 0.10 -0.17 -3.79  -0.142
N -0.81 -0.22 -2.73  0.154
C -2.09 -0.68 -2.70  -0.430
O -2.70 -1.12 -3.65  0.087
C -2.69 -0.55 -1.31  -0.230
C -3.68 -1.68 -1.00  -0.102
C -4.55 -1.31 0.22  -0.119
N -3.91 -0.25 0.98  -0.057
C -2.82 -0.59 1.71  -0.396
N -1.83 0.19 2.05  0.199
C -1.04 -0.64 2.80  -0.317
C 0.23 -0.21 3.34  -0.172
C 1.02 -1.08 4.09  -0.013
C 2.25 -0.69 4.57  -0.012
C 2.72 0.60 4.30  -0.274
O 3.92 1.09 4.71  -0.083
C 4.76 0.26 5.48  -0.088
C 1.93 1.47 3.55  -0.004
C 0.70 1.07 3.08  -0.027
N -1.52 -1.85 2.91  0.128
O -2.70 -1.84 2.20  0.045
C -3.84 1.01 0.28  -0.130
C -3.42 0.79 -1.19  -0.099
H 2.03 2.05 0.00  0.077
H 2.44 0.37 0.32  0.077
H 3.73 1.57 0.19  0.079
H 3.59 0.22 -1.90  0.129
H 3.17 1.93 -2.22  0.127
H 3.36 0.71 -4.22  0.103
H 2.81 0.08 -6.51  0.101
H 0.54 -0.71 -7.09  0.101
H -1.19 -0.87 -5.33  0.102
H -0.40 0.10 -1.87  0.140
H -1.88 -0.56 -0.57  0.138
H -4.30 -1.85 -1.88  0.117
H -3.12 -2.60 -0.80  0.124
H -4.71 -2.17 0.87  0.124
H -5.52 -0.92 -0.10  0.129
H 0.64 -2.08 4.29  0.114
H 2.83 -1.38 5.15  0.103
H 4.29 -0.03 6.42  0.096
H 5.06 -0.63 4.93  0.096
H 5.65 0.86 5.69  0.093
H 2.31 2.46 3.35  0.119
H 0.09 1.74 2.49  0.109
H -3.11 1.63 0.80  0.113
H -4.82 1.49 0.34  0.124
H -4.30 0.77 -1.84  0.126
H -2.78 1.61 -1.52  0.121

=====

Entry 3:
C23H26N4O4S | ωB97M-V with the def2-TZVPD basis set

Results
energy above the lowest of the compared OMol25 structures with the same formula, charge and spin	136.92	kJ/mol
F_max	0.8	eV Å⁻¹
HOMO level	-7.8	eV
net charge	0
SMILES	COCCn1c(=S)[nH]c2cc(C(=O)N3CCN(c4ccccc4OC)CC3)ccc2c1=O
E_tot	-1810.24807	hartree
Kohn-Sham gap	7.79	eV

Each line ends with the Löwdin charge.
Element x y z (Å)
C -8.78 -0.75 -0.57  -0.118
O -7.73 -1.12 0.30  -0.182
C -7.53 -0.25 1.38  -0.200
C -6.78 1.05 1.03  -0.134
N -5.49 0.75 0.43  0.009
C -5.32 0.89 -0.92  -0.751
S -6.42 1.56 -1.94  0.710
N -4.13 0.49 -1.44  0.085
C -3.09 -0.02 -0.70  -0.160
C -1.89 -0.41 -1.30  0.064
C -0.86 -0.89 -0.51  -0.133
C 0.39 -1.39 -1.18  -0.427
O 0.36 -2.39 -1.88  0.080
N 1.52 -0.69 -0.96  -0.042
C 1.64 0.51 -0.17  -0.114
C 2.64 0.26 0.98  -0.138
N 3.91 -0.23 0.51  -0.090
C 4.94 0.67 0.20  -0.155
C 4.72 2.04 0.04  -0.029
C 5.76 2.92 -0.20  -0.098
C 7.05 2.45 -0.30  -0.097
C 7.30 1.10 -0.14  -0.028
C 6.27 0.21 0.12  -0.199
O 6.47 -1.13 0.34  -0.110
C 7.79 -1.62 0.39  -0.082
C 3.74 -1.42 -0.29  -0.121
C 2.79 -1.17 -1.47  -0.096
C -1.02 -1.02 0.87  -0.020
C -2.21 -0.64 1.46  0.019
C -3.25 -0.12 0.68  -0.055
C -4.51 0.28 1.31  -0.353
O -4.72 0.24 2.50  0.100
H -9.71 -0.60 -0.01  0.089
H -8.55 0.15 -1.14  0.027
H -8.90 -1.59 -1.26  0.091
H -8.49 0.02 1.85  0.128
H -6.93 -0.81 2.10  0.122
H -6.61 1.61 1.95  0.132
H -7.35 1.65 0.32  0.066
H -4.03 0.58 -2.44  0.136
H -1.77 -0.34 -2.37  0.133
H 0.67 0.81 0.23  0.120
H 2.02 1.31 -0.82  0.124
H 2.78 1.16 1.57  0.124
H 2.22 -0.52 1.63  0.124
H 3.72 2.44 0.11  0.097
H 5.55 3.97 -0.31  0.101
H 7.87 3.13 -0.50  0.101
H 8.32 0.75 -0.21  0.101
H 7.70 -2.67 0.64  0.095
H 8.30 -1.51 -0.57  0.097
H 8.38 -1.11 1.17  0.098
H 4.70 -1.77 -0.66  0.118
H 3.31 -2.20 0.35  0.135
H 2.60 -2.08 -2.03  0.124
H 3.22 -0.41 -2.13  0.137
H -0.23 -1.43 1.47  0.118
H -2.36 -0.72 2.52  0.125